1.
Here is a structure of composition AlH8O4 at a distorted geometry from the Open Molecules 2025 dataset. Energies are from ωB97M-V/def2-TZVPD.

multiplicity	1
total charge	+3

Last column: Löwdin charge in e.
Cartesian coordinates (Å):
Al: 0.35164 -0.92068 -0.69876  1.762
O: -0.19581 0.67582 -3.06297  0.078
H: -0.60030 1.43650 -3.48009  0.124
H: 0.50246 0.41569 -3.66378  0.100
O: 1.68923 -2.48507 1.47767  0.076
H: 2.57273 -2.26532 1.77324  0.108
H: 1.42530 -3.21780 2.03417  0.117
O: -1.82952 1.06596 -0.30036  0.084
H: -1.74616 2.01236 -0.18370  0.115
H: -2.77326 0.90603 -0.29766  0.120
O: 0.18986 0.54298 1.83352  0.085
H: -0.52337 0.77789 2.42711  0.114
H: 0.93718 1.05566 2.14158  0.115

Atomic forces in eV per Å
Al -0.469 1.397 0.981
O 0.159 -2.135 1.153
H -0.450 1.399 0.090
H 0.721 -0.132 -0.795
O -1.070 1.761 -0.602
H 1.170 0.146 -0.227
H -0.594 -1.261 0.051
O 1.201 -1.337 0.750
H 0.329 1.140 -0.313
H -1.141 -0.364 -0.303
O 0.414 -1.625 -0.997
H -1.188 0.254 0.246
H 0.915 0.756 -0.033

---

2.
Here is a structure of composition ArH28O14 at a distorted geometry from the Open Molecules 2025 dataset. Energies are from ωB97M-V/def2-TZVPD.

multiplicity	1

Last column: Löwdin charge in e.
Cartesian coordinates (Å):
Ar: 0.23440 0.07388 0.02942  0.394
O: 1.25004 1.65690 -2.75393  -0.078
H: 1.40020 0.71729 -2.65003  -0.039
H: 0.72312 1.90131 -1.99310  -0.040
O: 3.95617 0.10536 -0.58940  -0.037
H: 4.80869 -0.26519 -0.36105  0.053
H: 4.15098 0.76057 -1.25946  0.063
O: 1.43350 -1.11423 -2.44321  -0.099
H: 0.50416 -1.34099 -2.47711  -0.015
H: 1.72937 -1.44083 -1.59349  -0.036
O: 1.00267 2.19692 2.77293  -0.053
H: 0.24469 1.61890 2.86008  -0.003
H: 1.15500 2.52804 3.65802  0.071
O: -1.40718 2.01170 -1.63950  -0.083
H: -1.86715 1.17560 -1.56467  -0.003
H: -1.46349 2.23425 -2.56876  0.061
O: 0.25379 3.46444 0.27022  -0.060
H: 0.68876 2.91759 0.92444  -0.027
H: -0.24780 2.84769 -0.26295  -0.055
O: 3.34042 1.93769 1.42822  -0.076
H: 2.44836 1.84081 1.76149  -0.043
H: 3.48690 1.15135 0.90245  -0.034
O: -2.61441 2.27638 1.54388  -0.035
H: -2.95391 2.80215 2.26813  0.063
H: -2.44539 2.90959 0.84624  0.048
O: -1.25075 0.49935 3.02417  -0.082
H: -1.75506 1.00692 2.38834  -0.027
H: -1.39639 -0.41271 2.77289  -0.023
O: -1.06518 -2.24731 -2.01323  -0.052
H: -1.11170 -2.90414 -2.70795  0.082
H: -0.78749 -2.73643 -1.23871  0.013
O: -0.70781 -3.86664 0.35162  -0.035
H: -0.98563 -4.76181 0.54584  0.070
H: -1.04889 -3.34635 1.07908  0.007
O: -1.83872 -1.83735 1.88429  -0.034
H: -2.64993 -1.67067 1.40430  0.090
H: -2.07973 -2.48713 2.54455  0.080
O: 1.93143 -2.66235 -0.10028  -0.059
H: 1.23003 -3.23801 0.20448  0.001
H: 2.45160 -2.48249 0.68286  0.053
O: -3.09065 -0.41599 -2.35104  -0.052
H: -3.11112 -0.20291 -3.28399  0.046
H: -2.54591 -1.20114 -2.29608  -0.018

Atomic forces in eV per Å
Ar -0.062 0.019 0.363
O 0.152 0.743 -0.424
H 0.150 -0.783 0.046
H -0.075 0.148 0.160
O -0.108 -0.416 0.121
H 0.262 -0.142 0.040
H -0.160 0.333 -0.283
O 0.458 0.308 -0.818
H -0.321 -0.101 0.056
H 0.309 -0.250 0.421
O 0.205 0.291 0.012
H -0.690 -0.722 0.076
H 0.206 0.190 0.108
O -0.090 0.474 0.358
H -0.353 -0.541 -0.063
H 0.148 0.138 -0.259
O -0.176 0.356 -0.150
H 0.249 0.062 0.452
H -0.266 -0.122 -0.383
O 0.465 0.190 0.097
H -0.319 0.141 0.420
H 0.161 -0.194 -0.441
O -0.393 -0.164 0.006
H -0.093 0.153 0.250
H 0.373 0.141 -0.406
O 0.488 0.204 0.902
H -0.320 0.543 -0.495
H 0.183 -0.178 -0.106
O -0.377 0.214 -0.483
H 0.053 -0.273 -0.275
H 0.066 -0.379 0.661
O 0.326 -0.388 -0.279
H 0.042 -0.379 -0.187
H -0.130 0.757 0.187
O 0.236 -0.682 -0.088
H -0.369 0.238 -0.335
H -0.261 -0.102 0.533
O 0.251 -0.013 -0.079
H -0.434 -0.301 0.033
H 0.240 0.224 0.119
O -0.442 0.548 0.133
H -0.108 0.132 -0.242
H 0.525 -0.414 0.242

---

3.
Here is a structure of composition AsF6H22O11 at a distorted geometry from the Open Molecules 2025 dataset. Energies are from ωB97M-V/def2-TZVPD.

multiplicity	1
total charge	-1

Last column: Löwdin charge in e.
Cartesian coordinates (Å):
As: -0.54603 0.04180 0.37267  0.983
F: -1.42871 -1.51528 0.57116  -0.270
F: -2.04476 1.01552 0.17197  -0.251
F: 0.44573 1.54794 0.23615  -0.271
F: 1.02446 -0.78833 0.67938  -0.255
F: -0.49472 -0.24048 -1.38124  -0.239
F: -0.58665 0.28585 2.14493  -0.254
O: -2.89624 2.20902 3.12292  -0.053
H: -2.17931 1.85239 2.59846  -0.021
H: -2.51242 2.35261 3.98796  0.031
O: 1.21463 1.03565 -3.29572  -0.052
H: 0.41814 0.63548 -3.64457  0.024
H: 0.90050 1.72875 -2.71507  -0.019
O: 2.10811 -2.29760 3.35711  -0.061
H: 1.57063 -2.88158 3.89218  0.023
H: 1.69976 -2.32131 2.49171  0.000
O: 0.67628 3.26420 -1.66377  -0.045
H: 0.82784 4.17413 -1.40823  0.042
H: 0.71609 2.77443 -0.84233  -0.011
O: -0.37874 4.28695 1.69751  -0.045
H: -0.14058 4.73906 0.88812  0.017
H: -0.83562 3.49790 1.40613  0.005
O: -3.33446 -3.09837 -0.62856  -0.058
H: -3.73670 -2.74729 -1.42303  -0.009
H: -2.78045 -2.38762 -0.30583  -0.016
O: 1.62938 -1.85820 -2.77561  -0.068
H: 1.68215 -0.93808 -2.51709  -0.024
H: 0.84119 -1.91077 -3.31618  0.013
O: -3.60421 -0.87448 -2.61840  -0.041
H: -2.65718 -0.73711 -2.64069  0.021
H: -3.74072 -1.68516 -3.10870  0.031
O: 4.02721 -0.08372 -1.22386  -0.049
H: 4.76240 -0.69635 -1.24435  0.029
H: 3.73767 -0.08673 -0.31151  -0.020
O: -0.91798 -3.56590 2.07885  -0.058
H: -1.14854 -2.74181 1.64995  -0.030
H: -0.61495 -4.13011 1.36745  0.034
O: 3.10518 0.77088 1.26533  -0.059
H: 2.26234 0.52916 0.88138  -0.024
H: 2.92928 0.84462 2.20333  0.050

Atomic forces in eV per Å
As 0.299 0.355 0.638
F 0.547 1.858 -0.449
F 1.679 -1.229 0.340
F -0.982 -1.312 0.231
F -1.743 0.232 -0.838
F -0.084 0.247 1.665
F -0.409 -0.015 -1.552
O -0.343 0.219 0.015
H 0.202 -0.363 -0.189
H 0.121 0.032 0.168
O 0.295 -0.443 -0.452
H -0.185 -0.034 -0.065
H 0.000 0.559 0.231
O 0.428 0.099 0.244
H -0.247 -0.111 0.025
H -0.252 0.079 -0.308
O -0.141 0.567 -0.379
H 0.140 0.178 -0.231
H -0.009 -0.373 0.373
O 0.124 0.251 0.262
H 0.015 0.077 -0.154
H -0.166 -0.293 -0.093
O -0.212 -0.716 -0.065
H -0.071 0.240 0.118
H 0.108 0.250 0.086
O 0.109 -0.731 -0.106
H 0.216 0.616 0.098
H -0.143 -0.015 -0.031
O -0.353 0.071 -0.029
H 0.416 0.141 0.170
H -0.018 -0.106 -0.342
O 0.070 -0.003 -0.583
H 0.073 -0.167 -0.068
H 0.042 0.169 0.536
O 0.272 -0.550 0.660
H -0.045 0.152 -0.025
H 0.004 -0.111 -0.186
O 0.618 0.333 0.049
H -0.353 -0.025 0.025
H -0.024 -0.128 0.210

---

4.
Here is a structure of composition AsF6H24O12 at a distorted geometry from the Open Molecules 2025 dataset. Energies are from ωB97M-V/def2-TZVPD.

multiplicity	1
total charge	-1

Last column: Löwdin charge in e.
Cartesian coordinates (Å):
As: 0.23060 -0.03727 0.51873  1.072
F: -0.91114 1.01191 -0.40693  -0.262
F: 1.64160 1.15410 0.32173  -0.280
F: 1.35192 -1.25387 1.26670  -0.268
F: -1.26244 -1.14955 0.70366  -0.284
F: 0.57656 -0.76850 -1.13304  -0.273
F: -0.22519 0.72065 2.05336  -0.245
O: -1.65238 3.61836 -1.65653  -0.040
H: -1.77876 3.59229 -2.60499  0.047
H: -0.72209 3.42975 -1.53312  0.017
O: 2.13916 -2.20659 -3.63351  -0.054
H: 2.47469 -2.87876 -3.04035  0.024
H: 1.38655 -1.83470 -3.17363  0.008
O: -3.82071 -0.43395 0.53300  -0.066
H: -3.74605 -1.15989 -0.08641  -0.001
H: -2.94552 -0.35050 0.91156  0.007
O: -1.47945 -4.02306 1.77890  -0.050
H: -1.91405 -4.42648 2.53030  0.034
H: -1.99969 -3.24163 1.59185  -0.001
O: 3.85201 -0.43281 2.12241  -0.060
H: 3.32347 -0.64938 2.89052  0.023
H: 3.35594 -0.78404 1.38297  -0.003
O: -3.36921 -2.93258 -0.45373  -0.033
H: -2.53211 -3.38762 -0.36177  0.034
H: -3.85028 -3.44418 -1.10416  0.057
O: 2.19153 3.80793 2.13728  -0.054
H: 2.04958 2.89881 1.87352  -0.004
H: 3.07168 4.01444 1.82277  0.027
O: 1.20365 1.86426 -2.40485  -0.054
H: 1.10327 0.97767 -2.05824  -0.023
H: 1.35300 2.40864 -1.63183  0.012
O: -1.50563 0.15632 -2.87408  -0.070
H: -1.06370 0.29857 -2.03700  -0.049
H: -2.10424 0.89844 -2.95859  0.005
O: 5.01622 0.56204 -0.86622  -0.048
H: 5.61966 -0.14390 -0.63444  0.027
H: 4.42708 0.63052 -0.11493  -0.003
O: -3.65388 1.49078 -1.37035  -0.079
H: -2.84570 1.91991 -1.08941  -0.025
H: -3.93850 0.99071 -0.60540  -0.016
O: -0.01887 -0.38815 4.64371  -0.055
H: 0.85258 -0.73356 4.83733  0.020
H: 0.11884 0.21486 3.91319  -0.011

Atomic forces in eV per Å
As -0.819 -0.799 -1.219
F 1.594 -0.374 1.667
F -1.990 -1.674 0.428
F -1.620 1.587 -0.807
F 2.671 1.029 -0.009
F 0.029 0.684 2.153
F 0.720 -0.547 -1.327
O -0.233 0.249 0.248
H -0.019 -0.066 -0.258
H 0.276 -0.241 -0.041
O 0.180 -0.120 -0.321
H 0.069 -0.097 0.166
H -0.295 0.247 0.168
O -0.907 0.625 0.602
H 0.235 -0.396 -0.191
H 0.248 -0.047 -0.013
O 0.202 -0.312 -0.187
H -0.101 -0.087 0.158
H -0.067 0.494 0.087
O 0.691 0.226 0.037
H -0.183 -0.036 0.056
H -0.385 -0.153 -0.102
O -0.244 -0.208 -0.042
H 0.422 -0.057 -0.011
H -0.157 -0.057 -0.193
O -0.099 0.286 0.189
H -0.122 -0.387 -0.166
H 0.202 0.026 -0.083
O -0.062 0.597 -0.476
H 0.002 -0.298 -0.021
H 0.248 -0.060 0.247
O 0.233 -0.464 -0.847
H -0.156 0.029 -0.009
H -0.341 0.006 0.210
O 0.095 0.117 -0.276
H 0.129 -0.156 0.084
H -0.223 0.095 0.278
O -0.373 0.672 -0.785
H 0.232 0.380 0.062
H -0.047 -0.617 0.420
O -0.075 -0.132 0.420
H 0.144 -0.116 0.069
H -0.107 0.153 -0.366

---

5.
Here is a structure of composition AsF7Rb at a distorted geometry from the Open Molecules 2025 dataset. Energies are from ωB97M-V/def2-TZVPD.

multiplicity	1
total charge	-1

Last column: Löwdin charge in e.
Cartesian coordinates (Å):
Rb: 1.11202 -2.87147 -1.02037  0.925
As: 0.04565 0.83714 0.09696  0.880
F: 1.11016 1.52315 -1.14935  -0.300
F: 1.32450 -0.33478 0.50031  -0.366
F: -1.06839 0.12089 1.34918  -0.294
F: -1.34603 1.91483 -0.30623  -0.306
F: -0.49114 -0.24277 -1.21310  -0.343
F: 0.66458 1.95541 1.35533  -0.299
F: -1.35137 -2.90241 0.38726  -0.897

Atomic forces in eV per Å
Rb -1.320 0.587 0.808
As -2.252 -0.008 0.990
F -0.454 0.118 1.012
F -0.404 0.353 -0.188
F 1.782 0.722 -1.678
F 1.754 -0.557 0.169
F 0.295 0.165 0.877
F -0.369 -0.833 -1.387
F 0.968 -0.547 -0.602

---

6.
Here is a structure of composition AsS8Sm from the Open Molecules 2025 dataset. Energies are from ωB97M-V/def2-TZVPD.

multiplicity	6
total charge	-2

Last column: Löwdin charge in e.
Cartesian coordinates (Å):
Sm: -0.03321 -0.03322 -0.01842  0.470
S: 2.73404 0.13841 -0.10230  -0.256
S: 3.52146 2.03303 -0.12132  -0.246
S: 2.03298 3.52146 -0.11627  -0.246
S: 0.13839 2.73395 -0.10336  -0.256
S: -2.83669 -2.83597 1.91844  -0.256
As: -2.27142 -2.27141 -0.04935  -0.587
S: -2.61565 -0.03715 -0.23807  -0.181
S: -0.03710 -2.61574 -0.23715  -0.181
S: -3.17120 -3.17174 -1.74920  -0.262

Atomic forces in eV per Å
Sm 0.460 0.459 0.097
S -0.029 0.082 0.010
S 0.365 -0.396 -0.006
S -0.395 0.366 0.011
S 0.080 -0.030 0.002
S 0.096 0.096 -0.191
As -0.533 -0.533 -0.139
S 0.053 -0.145 -0.006
S -0.145 0.054 -0.006
S 0.048 0.048 0.229

---

7.
Here is a structure of composition B2CsH8 from the Open Molecules 2025 dataset. Energies are from ωB97M-V/def2-TZVPD.

multiplicity	1
total charge	-1

Last column: Löwdin charge in e.
Cartesian coordinates (Å):
Cs: 1.42236 0.70903 1.56120  0.931
B: 0.14064 1.70020 -1.42395  -0.542
H: -0.19526 2.75965 -1.91277  -0.082
H: -0.40294 1.53138 -0.36081  -0.139
H: -0.06297 0.78374 -2.18282  -0.067
H: 1.33321 1.74111 -1.19181  -0.131
B: -0.45494 -1.84841 1.11875  -0.586
H: -0.85770 -2.97915 0.95818  -0.078
H: 0.26099 -1.80434 2.08819  -0.146
H: 0.17464 -1.53913 0.13772  -0.093
H: -1.35802 -1.05406 1.20812  -0.068

Atomic forces in eV per Å
Cs -0.444 -0.187 -0.519
B 0.136 0.169 -0.180
H -0.079 0.268 -0.067
H -0.490 -0.054 0.394
H -0.130 -0.216 -0.081
H 0.754 0.087 0.087
B -0.137 -0.268 -0.381
H -0.161 -0.231 0.109
H 0.430 -0.020 0.716
H 0.444 0.146 -0.324
H -0.322 0.306 0.249

---

8.
Here is a structure of composition B2FeH8O8S2 at a distorted geometry from the Open Molecules 2025 dataset. Energies are from ωB97M-V/def2-TZVPD.

multiplicity	6
total charge	-3

Last column: Löwdin charge in e.
Cartesian coordinates (Å):
Fe: 0.11098 0.12903 0.06409  0.763
S: -2.02550 0.26660 -1.61468  0.250
O: -2.06993 -0.77301 -2.62066  -0.359
O: -0.72705 0.99280 -1.52103  -0.422
O: -3.14305 1.19467 -1.66574  -0.394
O: -1.83202 -0.39929 -0.29999  -0.417
S: 0.65441 -2.47393 -0.69220  0.288
O: -0.38108 -3.26959 -1.34285  -0.370
O: 0.78631 -1.14948 -1.36928  -0.423
O: 0.27280 -1.82093 0.60469  -0.429
O: 1.94494 -3.17189 -0.60114  -0.413
B: -0.75059 1.09539 1.94341  -0.431
H: -1.80269 0.61429 1.91539  -0.026
H: -0.64160 1.81035 2.85664  -0.035
H: 0.01911 0.25926 2.04005  -0.031
H: -0.55486 1.66006 0.97294  -0.039
B: 2.02425 1.01058 0.25823  -0.425
H: 1.86739 -0.01226 0.72084  -0.018
H: 1.48222 1.78979 0.91584  -0.024
H: 3.15825 1.26167 0.23139  -0.024
H: 1.60772 0.98588 -0.79595  -0.019

Atomic forces in eV per Å
Fe -1.209 -1.469 -0.791
S 0.255 -1.347 0.731
O -0.366 0.518 -1.184
O 1.471 2.675 -2.185
O -0.550 0.395 -0.173
O -1.708 -1.305 1.831
S 0.091 0.973 -0.821
O 0.360 -0.438 0.774
O 1.062 0.300 -2.692
O -0.658 -1.906 2.827
O -0.265 -0.246 0.188
B -1.457 0.124 1.263
H -1.267 -0.379 0.191
H 0.450 1.027 1.042
H 1.400 -1.625 0.417
H -0.070 1.444 -1.583
B 1.784 1.656 0.647
H 0.212 -1.987 1.087
H -0.398 1.108 0.664
H 1.417 0.139 -0.161
H -0.555 0.343 -2.071

---

9.
Here is a structure of composition B3CsF8H4 at a distorted geometry from the Open Molecules 2025 dataset. Energies are from ωB97M-V/def2-TZVPD.

multiplicity	1
total charge	-2

Last column: Löwdin charge in e.
Cartesian coordinates (Å):
Cs: 0.99028 0.11542 -0.51511  1.215
B: 0.01492 -1.34771 -3.42126  -0.521
H: 0.57255 -0.60945 -3.97646  -0.110
H: -0.78644 -0.86361 -2.88488  -0.106
H: -0.35191 -2.10845 -4.09280  -0.107
H: 0.71624 -1.83285 -2.76018  -0.143
B: 2.00832 1.78306 2.80050  -1.352
F: 2.51834 1.70424 4.14472  0.033
F: 1.68198 0.56766 2.16872  -0.054
F: 0.83847 2.45430 3.00620  0.126
F: 2.88008 2.50986 2.05162  0.128
B: -2.18518 -0.46446 0.72981  -1.470
F: -1.64900 -1.69256 0.55606  0.127
F: -3.50534 -0.69678 0.87983  0.136
F: -1.74076 0.27702 1.82324  0.107
F: -2.00258 0.20429 -0.51000  -0.009

Atomic forces in eV per Å
Cs -0.620 -0.194 -0.279
B -0.167 0.086 -0.017
H 2.342 3.178 -2.425
H -3.079 1.765 2.155
H -1.603 -2.979 -2.784
H 2.874 -2.016 2.997
B -0.774 0.131 2.076
F 0.753 -1.076 -0.400
F 0.776 -0.518 0.304
F -1.619 1.054 -0.521
F 1.193 0.514 -1.238
B -0.667 0.843 -0.651
F 2.271 -1.948 0.383
F -3.011 0.124 0.536
F 0.781 0.031 -0.144
F 0.551 1.006 0.009

---

Calculated values (eV) of electronic energy for the records, taken in order: -14875.2964, -43475.2569, -100030.0206, -102109.7693, -80522.0483, -165429.2456, -2029.4960, -73915.2413, -24395.2726.
Calculated values (kcal/mol) of ΔE to the lowest compared entry with this formula, charge and spin for the records, taken in order: 168.2, 13.0, 32.3, 39.1, 32.9, 0.0, 0.0, 38.8, 53.9.